{"formula": "C17H26HfIO2P2", "method": "wB97M-V/def2-TZVPD", "elements": ["C", "C", "H", "H", "H", "O", "I", "Hf", "P", "C", "C", "H", "H", "H", "H", "H", "H", "C", "H", "H", "H", "P", "C", "C", "H", "H", "H", "C", "H", "H", "H", "H", "H", "H", "C", "O", "C", "C", "C", "C", "C", "C", "C", "C", "H", "H", "H", "H", "H"], "positions_angstrom": [[2.033, -4.238, -1.176], [1.722, -2.798, -0.914], [1.226, -4.970, -1.163], [2.860, -4.494, -0.482], [2.470, -4.181, -2.213], [0.617, -2.283, -0.575], [3.408, -1.810, -1.502], [0.162, -0.110, -0.204], [-0.301, -0.175, -2.757], [-1.968, 0.162, -3.380], [0.713, 1.081, -3.580], [0.628, 0.979, -4.670], [-0.150, -1.402, -4.789], [1.764, 0.962, -3.290], [1.185, -1.877, -3.709], [-2.246, 1.205, -3.191], [0.373, 2.082, -3.282], [0.116, -1.639, -3.752], [-1.984, -0.025, -4.459], [-0.455, -2.513, -3.431], [-2.710, -0.487, -2.899], [1.009, -0.871, 2.169], [-0.344, -1.026, 3.377], [1.829, -2.490, 2.517], [3.088, 0.311, 2.258], [2.497, -0.114, 3.908], [1.776, 1.274, 3.001], [2.192, 0.255, 2.907], [2.748, -2.630, 1.952], [2.054, -2.477, 3.582], [0.098, -1.106, 4.383], [-0.889, -1.955, 3.151], [1.146, -3.308, 2.298], [-1.055, -0.186, 3.353], [-2.602, -1.145, -0.322], [-3.225, -2.140, -0.363], [-2.011, -0.056, -0.008], [-1.428, 0.973, 0.641], [-1.502, 2.348, 1.114], [-0.869, 2.786, 2.331], [-0.924, 4.151, 2.668], [-1.550, 5.079, 1.814], [-2.099, 4.650, 0.599], [-2.089, 3.303, 0.250], [-0.339, 2.055, 2.942], [-0.433, 4.482, 3.601], [-1.568, 6.116, 2.073], [-2.515, 5.346, -0.101], [-2.457, 2.908, -0.676]], "forces_ev_per_angstrom": [[0.0108, 0.0471, -0.5221], [-2.2356, -0.6133, -0.1372], [-0.1279, 0.2616, 0.3311], [-0.3764, -0.1918, -0.4196], [-0.3337, -0.6131, 0.9833], [1.9993, -0.6988, -0.2573], [0.5931, 2.0104, 0.3195], [1.1051, -0.3823, 0.0565], [-0.0180, -0.2791, -2.6398], [-0.4840, 0.2262, 0.3946], [0.2505, 0.5309, 0.2739], [-0.0281, 0.0292, 0.2448], [0.0856, -0.0652, 0.2177], [-0.1348, 0.0871, -0.1728], [-0.2313, 0.0992, -0.0355], [-0.0170, -0.1562, -0.0415], [0.1684, -0.1123, -0.1767], [0.2500, -0.4698, 0.2354], [0.0221, 0.0750, 0.2062], [-0.0054, 0.0280, -0.0576], [0.0892, 0.0936, -0.2167], [0.5745, -1.3791, 1.9280], [-0.5235, 0.1464, -0.0566], [-0.2724, 0.3066, -0.6872], [-0.3189, 0.0169, 0.4201], [-0.2148, 0.2167, -0.5445], [0.2709, -0.3924, 0.0429], [0.6663, 0.9291, 0.0487], [0.1122, 0.0671, 0.0323], [0.0453, -0.0786, 0.0026], [-0.1625, 0.0170, -0.3338], [0.0715, 0.2731, 0.1621], [-0.0364, -0.0671, 0.0401], [0.2613, -0.2733, 0.0650], [-4.2255, -4.2045, 0.5717], [2.2645, 2.5354, -0.6079], [1.5495, 2.6091, 0.5686], [0.2284, 0.2293, 0.5097], [-0.1394, 0.0609, 0.3340], [-0.1372, 0.4793, -1.0539], [0.2915, -0.8261, 0.2307], [0.1160, -1.1775, -0.3236], [0.3055, -0.5959, 0.1258], [0.1499, -0.1149, 0.9014], [-0.2841, 0.3266, 0.0690], [-0.4672, -0.1608, -0.6518], [-0.0295, 0.4232, 0.1295], [-0.1946, 0.3858, -0.1190], [-0.4831, 0.3417, -0.3901]], "gap_ev": [5.99, 5.99], "total_charge": 3, "lumo_ev": [-11.676, -11.676]}